[1]
{"formula": "C39H71N3O10", "method": "ωB97M-V/def2-TZVPD", "symbols": ["C", "C", "O", "C", "C", "C", "C", "C", "O", "C", "C", "C", "C", "C", "C", "C", "C", "C", "C", "C", "O", "C", "C", "C", "O", "H", "H", "H", "H", "H", "H", "H", "H", "H", "H", "H", "H", "H", "H", "H", "H", "H", "H", "H", "H", "H", "H", "H", "H", "H", "H", "C", "O", "C", "C", "N", "C", "C", "O", "C", "H", "H", "H", "H", "H", "H", "H", "H", "H", "H", "H", "H", "H", "H", "H", "C", "O", "C", "C", "N", "C", "C", "O", "C", "H", "H", "H", "H", "H", "H", "H", "H", "H", "H", "H", "H", "H", "H", "H", "C", "O", "C", "C", "N", "C", "C", "O", "C", "H", "H", "H", "H", "H", "H", "H", "H", "H", "H", "H", "H", "H", "H", "H"], "coordinates": [[6.872, 0.225, -2.184], [5.578, 1.199, -2.183], [5.732, 2.305, -3.099], [5.304, 1.967, -4.440], [3.800, 2.496, -4.625], [3.569, 4.019, -4.218], [2.216, 4.488, -4.079], [0.949, 3.551, -4.316], [-0.242, 3.944, -3.568], [-0.889, 2.687, -3.240], [-1.466, 1.726, -4.336], [-2.115, 0.368, -3.970], [-2.679, -0.675, -5.055], [-2.200, -0.008, -2.459], [-1.651, 0.945, -1.363], [-0.999, 2.301, -1.722], [-0.416, 3.361, -0.666], [-1.436, 4.639, -0.700], [-0.461, 2.778, 0.836], [1.958, 6.036, -3.711], [0.866, 6.628, -3.951], [3.106, 6.958, -3.051], [4.431, 6.476, -3.184], [4.705, 5.106, -3.991], [5.883, 4.998, -4.454], [6.531, -0.808, -2.562], [7.274, 0.115, -1.110], [7.707, 0.643, -2.843], [5.503, 1.641, -1.123], [4.636, 0.572, -2.341], [5.960, 2.388, -5.270], [5.247, 0.810, -4.477], [3.510, 2.409, -5.742], [3.118, 1.754, -4.063], [1.148, 2.452, -4.090], [0.674, 3.630, -5.432], [-1.388, 2.010, -5.449], [-3.588, -0.212, -5.563], [-1.865, -0.879, -5.849], [-2.883, -1.686, -4.558], [-2.689, -1.013, -2.186], [-1.714, 0.670, -0.257], [0.608, 3.753, -0.983], [-1.943, 4.770, -1.714], [-2.250, 4.403, 0.077], [-0.909, 5.625, -0.456], [0.159, 1.812, 0.944], [-0.050, 3.594, 1.526], [-1.549, 2.569, 1.129], [2.855, 7.945, -2.515], [5.273, 7.113, -2.743], [3.548, -0.821, 5.660], [4.513, 0.212, 5.534], [5.616, -0.150, 4.701], [5.613, 0.691, 3.424], [4.502, 0.315, 2.549], [4.302, 1.234, 1.427], [3.863, 2.668, 1.765], [2.557, 2.748, 2.325], [2.513, 2.599, 3.736], [2.804, -0.504, 6.393], [3.040, -0.998, 4.709], [4.012, -1.747, 6.015], [5.628, -1.222, 4.475], [6.525, 0.079, 5.266], [6.558, 0.542, 2.893], [5.544, 1.744, 3.718], [3.648, 0.288, 3.095], [3.531, 0.787, 0.791], [5.219, 1.271, 0.830], [3.814, 3.219, 0.820], [4.593, 3.199, 2.384], [3.413, 2.982, 4.226], [2.353, 1.551, 4.001], [1.654, 3.161, 4.108], [-6.955, -0.994, -4.385], [-6.136, -2.098, -4.740], [-6.511, -3.308, -4.079], [-7.055, -4.317, -5.089], [-8.359, -3.897, -5.603], [-8.825, -4.691, -6.741], [-8.014, -4.593, -8.044], [-8.072, -3.310, -8.659], [-7.092, -2.391, -8.199], [-6.534, -0.098, -4.845], [-7.973, -1.128, -4.758], [-6.970, -0.853, -3.300], [-7.224, -3.130, -3.266], [-5.599, -3.718, -3.634], [-7.156, -5.294, -4.605], [-6.323, -4.407, -5.899], [-8.301, -2.927, -5.894], [-9.846, -4.361, -6.955], [-8.892, -5.742, -6.439], [-8.472, -5.284, -8.759], [-6.979, -4.928, -7.924], [-6.162, -2.885, -7.904], [-7.489, -1.799, -7.372], [-6.870, -1.700, -9.015], [-0.241, -0.508, 8.508], [0.826, -1.401, 8.231], [1.425, -1.940, 9.412], [1.155, -3.442, 9.505], [-0.255, -3.705, 9.795], [-0.626, -5.116, 9.665], [-0.554, -5.733, 8.258], [-1.503, -5.191, 7.346], [-1.063, -4.032, 6.656], [-0.565, -0.063, 7.566], [-1.090, -1.038, 8.948], [0.085, 0.294, 9.177], [1.097, -1.417, 10.317], [2.504, -1.786, 9.315], [1.774, -3.870, 10.300], [1.453, -3.894, 8.552], [-0.829, -3.165, 9.158], [-1.659, -5.200, 10.016], [-0.012, -5.711, 10.349], [-0.813, -6.792, 8.360], [0.456, -5.710, 7.838], [0.016, -4.032, 6.484], [-1.362, -3.133, 7.200], [-1.566, -4.005, 5.686]], "forces_ev_per_angstrom": [[-0.61, -0.24, 0.09], [0.99, -0.28, 1.26], [-0.40, -0.99, -0.42], [-1.34, -0.62, 0.06], [0.55, 0.09, -0.74], [-3.02, 1.14, 0.77], [2.17, 0.10, 0.48], [0.52, 0.60, -1.26], [0.06, -3.10, 0.20], [-2.10, -2.89, 1.25], [0.02, -0.61, 2.70], [1.18, 1.57, 2.96], [1.13, 0.77, 0.33], [1.32, 2.91, -1.13], [0.26, 1.07, -3.16], [-0.44, -1.53, -2.65], [-1.80, -0.03, -0.07], [-0.07, -0.38, 0.11], [0.42, 0.23, -0.56], [-1.98, 2.27, -0.17], [3.61, -2.65, 0.66], [2.27, -2.57, -0.72], [-3.25, 0.42, 0.17], [3.23, 0.63, -0.72], [-4.50, -0.14, 1.51], [0.87, 1.50, 0.56], [-0.60, 0.08, -1.69], [-1.27, -0.56, 0.89], [-0.01, -0.40, -1.85], [1.06, 1.00, -0.08], [-0.55, -0.49, 1.53], [0.26, 1.81, -0.47], [0.46, 0.04, 1.67], [0.88, 1.60, -0.62], [0.21, 1.62, -0.28], [0.55, -0.17, 1.47], [-0.10, -0.40, 1.99], [1.10, -0.95, 0.70], [-1.30, 0.48, 1.16], [-0.06, 1.65, -0.67], [0.92, 1.83, -0.35], [0.05, 0.32, -1.89], [-1.25, -0.92, 0.44], [0.83, -0.25, 1.35], [1.12, 0.64, -1.16], [-0.70, -1.46, -0.14], [-0.89, 1.61, -0.08], [-0.51, -1.33, -0.85], [1.54, 0.27, -0.45], [0.15, -1.82, -1.16], [-0.96, -1.46, -1.06], [-0.03, 0.29, 0.16], [0.01, -0.43, -0.19], [0.18, 0.59, -0.03], [-0.39, -0.36, 0.17], [0.23, 0.17, -0.02], [-0.32, -0.07, 0.28], [-0.10, -0.11, -0.55], [0.48, 0.08, 0.18], [-0.39, 0.01, -0.17], [0.09, 0.01, -0.03], [-0.02, -0.21, -0.03], [-0.06, -0.05, -0.07], [-0.18, 0.09, -0.05], [0.01, -0.02, -0.04], [-0.05, 0.01, -0.02], [0.22, 0.05, 0.13], [0.10, -0.03, -0.04], [0.02, 0.13, -0.04], [0.02, 0.02, 0.17], [-0.04, -0.03, 0.04], [-0.04, -0.09, 0.18], [0.04, -0.10, -0.05], [0.14, -0.01, 0.23], [0.05, 0.02, -0.10], [0.23, -0.02, -0.15], [-0.34, 0.05, 0.28], [0.33, -0.35, -0.38], [-0.22, 0.51, 0.12], [0.19, -0.22, -0.01], [0.00, 0.35, -0.05], [-0.52, -0.19, -0.10], [0.37, -0.26, 0.23], [-0.29, 0.17, -0.26], [0.04, -0.12, 0.01], [-0.12, 0.06, 0.14], [-0.09, 0.02, -0.02], [-0.06, 0.08, -0.18], [-0.04, -0.02, 0.02], [-0.03, 0.03, -0.04], [0.22, -0.10, 0.10], [-0.01, -0.09, 0.06], [0.06, -0.07, -0.09], [0.10, 0.03, 0.00], [0.01, 0.07, 0.02], [0.08, 0.17, 0.09], [-0.07, -0.03, 0.09], [0.22, 0.03, 0.14], [-0.04, -0.10, -0.01], [0.12, -0.07, -0.23], [-0.18, 0.18, 0.35], [0.32, -0.47, -0.29], [-0.40, 0.43, 0.00], [0.26, -0.14, -0.03], [-0.21, 0.23, -0.19], [-0.34, -0.30, 0.34], [0.51, 0.03, 0.03], [-0.41, -0.10, -0.07], [0.09, -0.08, 0.03], [-0.07, 0.11, 0.14], [-0.09, -0.02, 0.04], [-0.16, -0.07, -0.13], [-0.02, -0.01, 0.04], [-0.05, -0.01, -0.02], [0.26, 0.03, -0.03], [0.07, -0.03, 0.08], [0.05, -0.10, -0.07], [0.06, 0.04, -0.07], [-0.02, 0.07, -0.02], [0.01, 0.20, -0.06], [0.00, 0.02, 0.11], [0.20, 0.16, -0.06], [0.02, -0.09, 0.07]], "e_lumo_ev": -1.06, "total_energy_ev": -66525.9447, "max_force_ha_per_bohr": 0.092, "orbital_gap_ev": 7.195}

***

[2]
{"formula": "C4H3ClO2S", "method": "ωB97M-V/def2-TZVPD", "symbols": ["C", "C", "C", "C", "H", "H", "H", "O", "O", "S", "Cl"], "coordinates": [[0.383, -0.326, 0.092], [-1.204, -0.549, 0.012], [0.187, 0.370, -1.351], [0.687, 0.642, 1.316], [-1.807, -0.115, 0.746], [-1.497, -1.616, -0.336], [-0.014, 1.517, 1.635], [-1.130, 0.259, -1.280], [1.774, 0.579, 1.835], [1.042, 0.828, -2.649], [1.579, -1.589, -0.019]], "forces_ev_per_angstrom": [[-1.04, 1.52, 0.06], [2.82, -2.24, -4.11], [0.42, -0.61, 0.74], [1.62, 0.81, -0.47], [-0.91, 0.72, 1.00], [0.39, 1.85, 1.02], [0.38, -1.61, -0.79], [-1.71, -0.14, 1.03], [-1.21, 0.06, -0.03], [-0.28, -0.17, 1.24], [-0.49, -0.20, 0.31]], "e_lumo_ev": -0.29, "total_energy_ev": -31646.7176, "max_force_ha_per_bohr": 0.106, "orbital_gap_ev": 9.045, "e_above_lowest_kcal_mol": 48.7}